No. 1
{"formula": "FH14O7Pb", "method": "ωB97M-V/def2-TZVPD", "species": ["Pb", "F", "O", "O", "O", "O", "O", "O", "O", "H", "H", "H", "H", "H", "H", "H", "H", "H", "H", "H", "H", "H", "H"], "xyz": [[0.11, 0.39, -0.01], [0.26, 2.80, -0.04], [-0.59, -1.73, 1.37], [2.74, 0.54, -0.02], [0.79, -2.02, -1.15], [0.40, 0.72, -2.61], [-2.17, -0.19, -1.08], [0.96, 0.63, 2.34], [-2.04, 1.26, 1.26], [-0.26, 0.29, -3.17], [3.36, 1.07, -0.55], [1.60, 0.72, 3.06], [-2.62, 1.88, 0.80], [-1.90, -0.51, -1.94], [1.62, -2.45, -0.92], [3.16, 0.48, 0.85], [0.33, -2.66, -1.70], [-0.69, -2.55, 0.89], [0.77, 1.42, -3.16], [-0.31, -2.00, 2.26], [0.10, 0.82, 2.75], [-3.05, 0.17, -1.22], [-2.57, 0.90, 1.98]], "nbo_charge": [1.58, -0.84, -0.96, -0.95, -0.96, -0.95, -0.94, -0.97, -0.96, 0.48, 0.51, 0.51, 0.51, 0.48, 0.50, 0.49, 0.49, 0.50, 0.51, 0.49, 0.50, 0.50, 0.49], "e_tot_ha": -827.5926, "relative_energy_kcal_mol": 19.7, "spin_multiplicity": 1, "charge": 1, "gap_ev": 9.104, "homo_energy_ev": -12.21}

---

No. 2
{"formula": "FH18O9", "method": "ωB97M-V/def2-TZVPD", "species": ["F", "O", "O", "O", "O", "O", "O", "O", "O", "O", "H", "H", "H", "H", "H", "H", "H", "H", "H", "H", "H", "H", "H", "H", "H", "H", "H", "H"], "xyz": [[23.07, 17.16, -0.82], [20.74, 16.31, -0.05], [22.98, 17.68, 2.20], [24.81, 18.82, -1.54], [23.26, 14.58, 0.80], [25.17, 16.58, 0.74], [24.09, 17.55, -4.16], [21.55, 17.21, -2.99], [22.22, 19.34, 0.23], [24.57, 15.47, -2.07], [23.92, 16.11, -1.64], [22.64, 15.01, 1.39], [21.75, 19.78, -0.46], [24.41, 16.75, 0.16], [23.24, 17.70, -3.74], [22.13, 17.05, -2.24], [23.24, 18.09, 3.04], [25.25, 17.29, 1.38], [22.53, 18.46, -0.12], [24.44, 19.42, -2.20], [21.32, 18.13, -2.93], [25.38, 15.88, -2.26], [24.14, 18.15, -1.25], [22.84, 14.44, -0.04], [20.36, 15.54, -0.53], [21.60, 16.44, -0.38], [24.58, 16.99, -3.63], [22.99, 18.48, 1.61]], "nbo_charge": [-0.80, -0.97, -0.95, -1.00, -0.94, -0.97, -0.98, -0.96, -1.00, -0.99, 0.50, 0.48, 0.47, 0.49, 0.48, 0.50, 0.45, 0.46, 0.50, 0.46, 0.46, 0.46, 0.49, 0.46, 0.46, 0.49, 0.47, 0.49], "e_tot_ha": -787.9023, "relative_energy_kcal_mol": 20.6, "spin_multiplicity": 1, "charge": -1, "gap_ev": 9.543, "homo_energy_ev": -6.39}

---

No. 3
{"formula": "FH2PS", "method": "ωB97M-V/def2-TZVPD", "species": ["S", "P", "F", "H", "H"], "xyz": [[-0.62, -0.20, -1.57], [0.58, 0.13, 0.88], [-0.37, -1.82, -1.28], [1.07, 1.40, 0.78], [-0.65, 0.49, 1.19]], "mulliken_spin": [1.11, 0.84, 0.06, 0.00, -0.01], "e_tot_ha": -840.4448, "relative_energy_kcal_mol": 37.0, "spin_multiplicity": 3, "gap_ev": [6.927, 6.873], "homo_energy_ev": [-7.40, -9.82], "s_squared": 2.014}

---

No. 4
{"formula": "FH3N2O", "method": "ωB97M-V/def2-TZVPD", "species": ["F", "O", "N", "N", "H", "H", "H"], "xyz": [[0.39, -1.52, 0.48], [0.09, -2.26, -1.02], [-0.46, 1.36, 0.51], [0.16, -1.63, -1.93], [-0.20, 2.24, 0.87], [-0.19, 0.74, 1.31], [0.21, 1.07, -0.22]], "nbo_charge": [-0.51, 0.14, -1.07, 0.37, 0.35, 0.37, 0.35], "e_tot_ha": -286.2445, "relative_energy_kcal_mol": 48.7, "spin_multiplicity": 1, "gap_ev": [8.007, 7.956], "homo_energy_ev": [-9.89, -9.89]}